(1)
Formula: C6H14N2O2
Source: the Open Molecules 2025 dataset
Level of theory: ωB97M-V/def2-TZVPD

Calculated values
Kohn-Sham gap = 9.53 eV
total charge = 0
energy = -13524.69029 eV
max |F| = 2.345 eV Å⁻¹
HOMO level = -0.32870 Eh
energy relative to the best compared isomer or geometry (same formula, charge and spin) = 0.934 eV

Geometry (Å):
1 C -1.37 2.65 -0.19
2 N -1.52 1.30 0.38
3 C -2.69 0.59 0.56
4 C -2.58 -0.72 1.31
5 O -3.75 1.10 0.24
6 H -2.32 3.15 -0.06
7 H -0.54 3.16 0.28
8 H -1.11 2.55 -1.27
9 H -0.65 0.87 0.69
10 H -3.46 -1.31 1.13
11 H -1.66 -1.25 1.07
12 H -2.50 -0.41 2.39
13 C 1.67 -2.70 0.10
14 N 2.26 -1.65 -0.73
15 C 1.78 -0.38 -0.50
16 C 2.41 0.77 -1.22
17 O 1.14 -0.12 0.52
18 H 1.01 -2.33 0.90
19 H 1.04 -3.40 -0.45
20 H 2.41 -3.33 0.59
21 H 2.79 -1.72 -1.58
22 H 2.25 0.77 -2.30
23 H 3.48 0.74 -0.95
24 H 1.88 1.67 -0.91

Atomic partial charges in e from the natural (NBO) method, atoms 1 to 2: -0.413, -0.639

(2)
Formula: C4H5Cl2OP
Source: the Open Molecules 2025 dataset
Level of theory: ωB97M-V/def2-TZVPD

Calculated values
Kohn-Sham gap = 10.62 eV
total charge = 0
energy = -40610.63869 eV
max |F| = 4.373 eV Å⁻¹
HOMO level = -0.36886 Eh
energy relative to the best compared isomer or geometry (same formula, charge and spin) = 0.000 eV

Geometry (Å):
1 O 1.38 0.91 -2.75
2 P 0.39 0.12 -1.93
3 Cl -0.28 -1.53 -2.78
4 C -1.35 0.91 -1.35
5 C -1.35 0.72 -0.04
6 Cl -2.65 1.12 1.00
7 C -0.31 -0.23 0.57
8 C 0.93 -0.27 -0.24
9 H -2.09 1.37 -1.95
10 H -0.16 -0.21 1.71
11 H -0.80 -1.14 0.56
12 H 1.58 0.50 0.19
13 H 1.44 -1.10 -0.12

Atomic partial charges in e from the natural (NBO) method, atoms 1 to 2: -1.030, 1.783

(3)
Formula: C4H18BO17
Source: the Open Molecules 2025 dataset
Level of theory: ωB97M-V/def2-TZVPD

Calculated values
Kohn-Sham gap (alpha / beta) = 7.62 / 3.21 eV
total charge = 0
energy = -39924.87255 eV
max |F| = 6.283 eV Å⁻¹
HOMO level (alpha / beta) = -0.39549 / -0.39549 Eh
energy relative to the best compared isomer or geometry (same formula, charge and spin) = 0.000 eV
2S+1 = 2

Geometry (Å):
1 O -2.45 20.88 11.95
2 C -3.41 21.69 11.88
3 O -4.65 21.60 12.40
4 B -5.42 22.81 12.00
5 O -4.44 23.70 11.30
6 C -3.30 23.13 11.34
7 O -2.21 23.63 10.99
8 O -5.94 23.38 13.25
9 C -7.28 23.37 13.28
10 O -8.03 23.52 14.21
11 C -7.67 22.97 11.80
12 O -6.63 22.65 11.14
13 O -8.83 22.99 11.47
14 O -0.75 22.91 8.68
15 H -0.77 22.95 9.64
16 H -1.68 22.88 8.43
17 O -2.49 17.52 11.55
18 H -2.93 17.73 10.72
19 H -2.21 18.37 11.89
20 O -2.43 26.80 12.19
21 H -1.93 26.40 12.90
22 H -2.05 26.43 11.39
23 O 0.52 21.53 11.64
24 H 0.92 20.78 12.08
25 H -0.37 21.56 11.98
26 O -11.61 24.17 12.18
27 H -12.29 23.72 11.69
28 H -10.83 23.63 12.09
29 O -6.45 26.20 10.38
30 H -6.52 25.27 10.18
31 H -5.63 26.47 9.95
32 O -5.13 20.84 15.25
33 H -5.08 20.53 14.35
34 H -4.24 20.75 15.59
35 O -9.43 20.61 9.82
36 H -9.52 21.44 10.29
37 H -9.15 19.99 10.50
38 O -5.56 23.36 16.45
39 H -5.86 22.72 15.82
40 H -6.36 23.70 16.86

Atomic partial charges in e from the natural (NBO) method, atoms 1 to 2: -0.545, 0.694